Entry 1:
C20H18N4O2S2 | the ωB97M-V functional and the def2-TZVPD basis

Structure (XYZ):
```
46
Properties=species:S:1:pos:R:3:lowdin_charge:R:1
C -5.09794 -3.58141 -0.67920 -0.073
C -4.52013 -2.17070 -0.72071 -0.381
C -5.38001 -1.19216 0.08348 -0.162
C -4.90686 0.24629 -0.12200 -0.126
C -3.42447 0.33321 0.04819 -0.220
C -2.62467 -0.76011 0.01181 -0.467
S -0.94476 -0.34982 0.23434 1.113
C -1.34660 1.33316 0.38534 -0.467
N -0.33799 2.25822 0.58197 0.079
C -0.29433 3.46739 -0.04747 -0.533
O -1.13742 3.88173 -0.80228 0.090
C 0.95653 4.26434 0.31138 -0.331
S 2.36336 3.85047 -0.78121 1.047
C 2.88211 2.37555 -0.05978 -0.658
N 2.34349 1.73475 0.94045 0.017
N 3.09333 0.63893 1.14872 0.120
C 4.05473 0.65133 0.27835 -0.276
C 5.10022 -0.32926 0.12048 -0.154
C 5.12101 -1.44436 0.95904 -0.018
C 6.11696 -2.38915 0.81292 -0.071
C 7.09136 -2.23082 -0.16167 -0.078
C 7.07086 -1.12328 -0.99464 -0.074
C 6.07940 -0.17049 -0.85894 -0.018
O 3.97341 1.74941 -0.52955 0.094
C -2.69743 1.54796 0.26461 -0.199
C -3.33240 2.78901 0.43590 -0.195
N -3.91174 3.75890 0.63483 0.182
C -3.08840 -2.16285 -0.16990 -0.175
H -6.09147 -3.59981 -1.12047 0.076
H -4.46424 -4.27114 -1.23214 0.077
H -5.17298 -3.93143 0.34831 0.081
H -4.49208 -1.82995 -1.76145 0.149
H -6.42424 -1.27950 -0.22036 0.117
H -5.31561 -1.44926 1.14310 0.129
H -5.39940 0.92099 0.58207 0.121
H -5.16779 0.58606 -1.12959 0.131
H 0.52871 1.91970 1.01452 0.084
H 0.76573 5.32019 0.12378 0.090
H 1.27122 4.10007 1.33992 0.088
H 4.35213 -1.54528 1.70814 0.113
H 6.13622 -3.25344 1.45937 0.106
H 7.86820 -2.97249 -0.27232 0.104
H 7.83020 -1.00241 -1.75249 0.106
H 6.05542 0.69523 -1.50352 0.116
H -2.41751 -2.69966 -0.84492 0.118
H -3.06412 -2.68414 0.79364 0.126
```

Results
- Maximum force: 1.6 eV Å⁻¹
- E_tot: -52758.2361 eV
- Molecular weight: 410.52 g mol⁻¹
- Relative energy (zero: lowest compared OMol25 entry of this formula, charge and spin): 1.059 eV

=====

Entry 2:
CH4Cl3N2P | the ωB97M-V functional and the def2-TZVPD basis

Structure (XYZ):
```
11
Properties=species:S:1:pos:R:3:lowdin_charge:R:1
C 1.83438 -0.06795 -0.08511 -1.694
N -1.23937 1.24967 -0.58237 -0.262
N -1.24307 -1.21334 0.23769 -0.257
P -1.15831 -0.28466 -1.19021 0.855
Cl 2.26980 -1.72407 0.32382 0.411
Cl 1.25108 0.64293 1.36887 0.449
Cl 3.20403 0.82089 -0.78745 0.425
H -1.65181 1.93427 -1.23289 0.049
H -1.45363 1.37767 0.38494 0.019
H -0.60185 -1.96057 0.41189 -0.007
H -1.21126 -0.77486 1.15082 0.012
```

Results
- Maximum force: 2.6 eV Å⁻¹
- E_tot: -50936.1091 eV
- Molecular weight: 181.39 g mol⁻¹

=====

Entry 3:
C32H59F3IN3O8 | the ωB97M-V functional and the def2-TZVPD basis

Structure (XYZ):
```
106
Properties=species:S:1:pos:R:3:lowdin_spin:R:1
C -0.85270 1.43318 -3.28797 0.000
C -0.41518 2.75731 -4.16421 0.000
C -1.65113 3.50364 -4.94180 0.000
C -2.96260 3.82051 -3.96345 0.000
N -4.10448 2.98522 -4.49818 0.000
C -5.22094 2.79650 -3.49553 0.000
C -6.45026 3.83253 -3.81880 0.000
C -6.14202 5.40625 -3.46516 0.000
C -5.53111 5.66373 -1.96262 0.000
I -5.93538 7.64152 -1.12044 0.000
O -4.86895 2.51604 -2.06837 0.000
C -4.11908 1.22165 -2.09920 0.000
O -3.27249 0.84667 -1.13699 0.000
O -4.58351 0.53241 -3.32618 0.000
C -5.79201 1.26177 -3.83502 0.000
C -6.28931 0.94328 -5.37278 0.000
O -5.19479 0.79382 -6.35045 0.000
O -5.50053 1.61266 -7.34513 0.000
C -7.14830 0.80400 -2.97122 0.000
C -6.98065 -0.63901 -2.21181 0.000
O -8.13232 -0.75232 -1.25976 0.000
C -7.07200 -1.95426 -3.18703 0.000
F -8.31727 -1.85320 -4.00319 0.000
F -7.28612 -3.13428 -2.26834 0.000
F -5.84722 -2.23102 -3.97235 0.000
H -0.06678 0.55656 -3.31304 0.000
H -1.03845 1.73642 -2.15099 0.000
H -1.84396 1.01741 -3.80466 0.000
H 0.25300 3.50595 -3.51861 0.000
H 0.32181 2.36339 -5.01639 0.000
H -1.31141 4.52648 -5.44343 0.000
H -2.03266 2.81171 -5.80983 0.000
H -2.61612 3.55578 -2.87744 0.000
H -3.14361 4.98428 -4.00668 0.000
H -4.43729 3.51536 -5.35895 0.000
H -6.63392 3.77295 -4.99563 0.000
H -7.47583 3.55614 -3.30823 0.000
H -5.49523 5.96194 -4.29867 0.000
H -7.19835 5.96164 -3.49106 0.000
H -4.36860 5.42231 -2.02971 0.000
H -5.98475 4.80261 -1.27261 0.000
H -6.82524 -0.12211 -5.32227 0.000
H -7.13224 1.69887 -5.69835 0.000
H -5.53103 2.56167 -7.00653 0.000
H -7.45399 1.65098 -2.21546 0.000
H -8.06409 0.70180 -3.72887 0.000
H -6.01712 -0.75053 -1.55725 0.000
H -8.83956 -0.11012 -1.57012 0.000
C 2.70542 -3.96049 -1.19547 0.001
C 3.18593 -2.48116 -1.24573 0.022
C 4.14646 -2.20719 -0.05443 0.013
C 3.42770 -2.10131 1.28938 0.001
C 2.28826 -1.08950 1.22684 0.013
C 1.30227 -1.34943 0.05566 0.022
N 2.00151 -1.55670 -1.25536 0.308
O 2.44641 -0.29867 -1.70191 0.615
C 0.41783 -2.58086 0.38133 0.001
C 0.27476 -0.17025 0.00756 -0.001
C 4.01155 -2.40592 -2.57262 -0.001
H 3.38579 -4.63064 -1.73635 0.000
H 2.65073 -4.35751 -0.18270 0.000
H 1.72323 -4.08013 -1.67181 0.001
H 4.69719 -1.27240 -0.22511 0.003
H 4.90448 -2.99809 0.00794 0.001
H 3.04839 -3.07943 1.60133 0.000
H 4.14367 -1.79501 2.06171 0.001
H 1.74948 -1.10121 2.18371 0.001
H 2.72206 -0.08571 1.13472 0.003
H -0.23021 -2.83484 -0.46677 0.001
H -0.23766 -2.37991 1.23815 0.000
H 0.98458 -3.46946 0.65433 0.000
H 0.75695 0.80781 -0.09963 -0.001
H -0.31251 -0.12139 0.93262 0.000
H -0.43156 -0.29716 -0.82229 0.000
H 3.37483 -2.61040 -3.44229 0.000
H 4.82016 -3.14744 -2.57399 0.000
H 4.49521 -1.43476 -2.72038 -0.001
C 3.71166 -0.83777 6.87105 0.001
C 4.49336 -2.12451 6.47724 0.021
C 5.29858 -2.63791 7.70400 0.012
C 6.52832 -1.78789 8.01840 0.001
C 7.40921 -1.61558 6.78538 0.012
C 6.63398 -1.08661 5.54821 0.022
N 5.36877 -1.84947 5.28747 0.304
O 5.72910 -3.08919 4.72778 0.620
C 6.31194 0.41836 5.73817 0.001
C 7.60364 -1.09552 4.32010 -0.001
C 3.36421 -3.15997 6.15976 -0.001
H 2.72085 -1.07020 7.28194 0.000
H 4.21426 -0.25096 7.63875 0.000
H 3.53275 -0.19403 5.99956 0.001
H 5.62918 -3.67057 7.52905 0.003
H 4.65302 -2.67279 8.59059 0.001
H 6.23073 -0.81029 8.41036 0.000
H 7.10869 -2.26855 8.81530 0.001
H 8.23633 -0.93636 7.03147 0.001
H 7.87026 -2.58367 6.55197 0.003
H 5.69237 0.79485 4.91468 0.001
H 7.22996 1.01940 5.75083 0.000
H 5.80627 0.64496 6.67533 0.000
H 8.02527 -2.08694 4.12033 -0.001
H 8.45804 -0.42853 4.48784 0.000
H 7.09260 -0.75096 3.41249 0.000
H 2.75744 -2.82897 5.30782 0.000
H 2.69071 -3.28108 7.01734 0.000
H 3.75140 -4.16012 5.93914 -0.001
```

Results
- Maximum force: 9.7 eV Å⁻¹
- E_tot: -71228.4241 eV
- Molecular weight: 797.74 g mol⁻¹
- 2S+1: 3

=====

Which value of molecular weight does entry 2 give?
181.39 g mol⁻¹

=====

The highest molecular weight belongs to which entry?
C32H59F3IN3O8

=====

What is the formula in the first record?
C20H18N4O2S2